The following is a quantum chemistry calculation of a 2-piece molecular cluster, C20H41BCl2N5O11P3S overall at a distorted geometry, from the Open Molecules 2025 dataset.

Calculated values
HOMO	0.19	eV
Kohn-Sham gap	1.79	eV
net charge	-2

Structure (XYZ):
```
84
C20H41BCl2N5O11P3S | the Open Molecules 2025 dataset | ωB97M-V/def2-TZVPD
C -3.793 3.442 2.266
C -3.645 3.014 1.125
C -3.213 2.656 -0.320
C -1.890 1.797 -0.505
N -1.636 0.554 0.259
P -2.829 -0.537 0.701
O -2.067 -1.815 1.541
O -4.005 0.025 1.831
S -3.895 -1.303 -0.769
C -0.270 0.231 -0.097
N 0.397 -0.802 -0.736
C -0.387 -1.948 -1.213
O 0.448 -2.676 -2.168
C 0.636 -4.048 -1.727
C -0.638 -4.973 -1.929
O -0.942 -5.535 -0.611
C -2.223 -6.190 -0.615
C -2.950 -5.772 0.761
B 1.882 -0.835 -1.007
O 2.428 -0.509 -2.291
C 2.942 -1.188 0.160
C 4.403 -1.462 -0.399
N 0.445 1.481 0.354
P 0.523 1.220 2.059
N -0.679 1.712 2.962
O 0.643 -0.457 2.301
O 2.025 1.846 2.588
C -0.439 2.509 -0.260
N -0.710 3.803 0.416
C 0.469 4.483 0.994
C 0.116 5.175 2.406
C 1.413 5.869 3.067
C 2.421 4.798 3.696
C 0.400 2.972 -1.566
Cl 2.236 2.773 -1.362
C 0.009 2.218 -2.927
C -1.172 2.899 -3.743
Cl 1.488 2.254 -4.066
H -4.014 3.979 3.225
H -3.095 3.615 -0.925
H -4.062 2.087 -0.832
H -2.065 1.365 -1.554
H -2.610 -2.041 2.330
H -4.583 -0.767 1.949
H -0.667 -2.706 -0.422
H -1.256 -1.546 -1.820
H 1.500 -4.485 -2.326
H 1.004 -4.019 -0.649
H -1.494 -4.364 -2.353
H -0.333 -5.858 -2.569
H -2.024 -7.314 -0.506
H -2.855 -5.949 -1.525
H -2.186 -5.513 1.565
H -3.582 -6.618 1.172
H -3.562 -4.820 0.607
H 1.707 -0.408 -2.944
H 2.982 -0.261 0.837
H 2.501 -2.042 0.761
H 5.173 -1.587 0.428
H 4.768 -0.586 -1.032
H 4.454 -2.369 -1.091
H -1.341 2.174 2.328
H -0.073 -0.739 2.904
H 2.140 1.413 3.467
H -1.184 4.478 -0.187
H 1.395 3.855 1.118
H 0.752 5.361 0.308
H -0.606 6.043 2.217
H -0.384 4.446 3.120
H 1.121 6.644 3.853
H 1.968 6.362 2.195
H 1.782 3.998 4.204
H 3.184 5.241 4.399
H 2.919 4.269 2.817
H 0.271 4.090 -1.762
H -0.180 1.118 -2.737
H -1.746 2.131 -4.357
H -0.692 3.592 -4.514
H -1.846 3.463 -3.033
O 3.878 -5.244 -1.450
P 3.776 -6.683 -1.968
O 3.982 -7.658 -0.805
O 4.854 -6.929 -3.029
O 2.390 -6.899 -2.588
```

Mulliken atomic charge list, values in e, 4 entries: C -0.1689; C -0.5421; C -0.8996; C -0.2378

***

The following is a quantum chemistry calculation of C20H41CrN2OP3 as an isolated structure at a distorted geometry, from the Open Molecules 2025 dataset.

Calculated values
relative energy (zero: lowest compared OMol25 entry of this formula, charge and spin)	1.4887	eV
⟨S²⟩	3.87
HOMO (spin up / spin down)	-15.20 / -14.95	eV
Kohn-Sham gap (spin up / spin down)	3.82 / 3.94	eV
net charge	+3
2S+1	4

Structure (XYZ):
```
68
C20H41CrN2OP3 | the Open Molecules 2025 dataset | ωB97M-V/def2-TZVPD
Cr -0.908 0.259 0.686
P -3.257 -0.183 1.041
P 0.102 -2.876 0.504
P -1.059 2.374 -0.157
H 5.445 -1.630 -4.845
C 5.586 -0.592 -4.527
C 6.185 -0.303 -3.366
H 6.505 -1.099 -2.690
C -4.051 -0.553 -0.558
C -3.809 -1.561 2.100
C -4.265 1.193 1.701
C 1.605 -3.745 0.047
C -0.445 -3.078 2.195
C -1.204 -3.181 -0.682
C 0.608 2.964 -0.549
C -1.766 3.738 0.815
C -1.965 2.366 -1.733
H 5.276 0.175 -5.239
H 6.430 0.721 -3.080
H -5.139 -0.639 -0.437
H -3.664 -1.495 -0.960
H -3.828 0.236 -1.286
H -4.910 -1.602 2.137
H -3.433 -1.404 3.119
H -3.429 -2.522 1.731
H -5.293 1.154 1.304
H -3.822 2.155 1.419
H -4.305 1.139 2.801
H 1.662 -4.748 0.493
H 2.458 -3.148 0.405
H 1.694 -3.831 -1.050
H -0.814 -4.102 2.382
H -1.246 -2.363 2.461
H 0.388 -2.869 2.879
H -1.246 -4.263 -0.871
H -0.965 -2.654 -1.612
H -2.174 -2.813 -0.327
H 0.655 4.049 -0.383
H 0.891 2.713 -1.580
H 1.322 2.461 0.110
H -1.231 4.658 0.534
H -1.606 3.562 1.887
H -2.842 3.854 0.631
H -1.701 3.285 -2.276
H -3.052 2.316 -1.581
H -1.663 1.492 -2.325
C 2.322 -0.041 -0.941
C 1.437 -0.315 -2.049
C 1.720 0.219 -3.310
C 2.799 1.093 -3.489
C 3.628 1.409 -2.411
C 3.476 0.768 -1.187
O 2.080 -0.426 0.272
H 0.450 -1.514 0.325
H 0.579 -0.980 -1.850
H 1.102 -0.032 -4.178
H 3.034 1.496 -4.485
H 4.444 2.113 -2.574
H 4.153 0.857 -0.334
N -0.981 1.069 3.583
C -0.318 0.923 4.734
C 0.903 0.330 4.432
C 0.924 0.164 3.055
N -0.240 0.614 2.537
H -1.887 1.511 3.439
H -0.749 1.273 5.663
H 1.695 0.057 5.102
H 1.709 -0.199 2.396
```

natural (NBO) atomic charge list, values in e, 4 entries: Cr 1.1842; P 0.7748; P 1.3280; P 0.8620

***

The following is a quantum chemistry calculation of a 3-piece molecular cluster, C20H41FN3O4S2 overall, from the Open Molecules 2025 dataset.

Calculated values
HOMO	-11.48	eV
Kohn-Sham gap	8.73	eV
net charge	+1

Structure (XYZ):
```
71
C20H41FN3O4S2 | the Open Molecules 2025 dataset | ωB97M-V/def2-TZVPD
C -1.086 -0.974 4.495
C 0.019 -0.895 3.456
F 0.985 0.017 3.908
C -0.417 -0.467 2.064
C -1.270 0.808 2.043
C -0.656 2.000 1.275
C -1.863 2.925 1.205
C -1.834 4.199 0.375
C -1.765 5.474 1.215
C -0.442 5.704 1.956
N -0.330 5.084 3.276
N -2.875 1.895 0.840
C -2.596 0.738 1.338
C -3.475 -0.446 1.157
C -4.891 -0.161 1.696
N -4.814 0.598 2.945
H -0.784 -1.588 5.341
H -1.321 0.022 4.875
H -2.000 -1.385 4.059
H 0.509 -1.869 3.373
H 0.468 -0.289 1.455
H -0.934 -1.312 1.601
H -1.463 1.161 3.067
H 0.261 2.430 1.671
H -0.489 1.615 0.268
H -2.118 3.190 2.241
H -0.988 4.168 -0.319
H -2.743 4.243 -0.235
H -1.956 6.327 0.560
H -2.586 5.465 1.943
H 0.382 5.348 1.332
H -0.304 6.782 2.071
H 0.192 4.221 3.276
H -1.226 4.927 3.714
H -3.687 2.068 0.261
H -3.479 -0.715 0.097
H -3.050 -1.273 1.725
H -5.470 0.393 0.954
H -5.393 -1.118 1.840
H -5.416 1.408 2.939
H -5.052 0.038 3.751
C 1.075 0.749 -3.923
C 0.741 -0.697 -4.312
C 0.459 -1.465 -3.016
S -0.168 -0.258 -1.855
O 0.761 -0.109 -0.756
O -1.567 -0.482 -1.538
C -0.004 1.168 -2.928
H 1.091 1.410 -4.787
H 2.057 0.791 -3.448
H -0.140 -0.710 -4.956
H 1.560 -1.167 -4.852
H -0.282 -2.252 -3.131
H 1.371 -1.877 -2.595
H 0.255 2.033 -2.320
H -0.967 1.321 -3.415
C 5.198 -5.113 -1.413
C 5.514 -5.528 -2.857
C 4.321 -5.110 -3.725
S 3.590 -3.688 -2.904
O 2.263 -4.043 -2.454
O 3.767 -2.491 -3.691
C 4.689 -3.677 -1.493
H 6.073 -5.185 -0.770
H 4.421 -5.758 -0.997
H 6.415 -5.014 -3.196
H 5.695 -6.598 -2.939
H 4.603 -4.811 -4.731
H 3.549 -5.876 -3.768
H 4.127 -3.347 -0.622
H 5.491 -2.973 -1.714
```

Mulliken atomic charge list, values in e, 4 entries: C -1.1568; C -0.0552; F -0.3726; C -1.3400

***

For each record above, in turn, the calculated energy values are -4255.4307 -3038.8432 -2147.9106 a.u..